Below is a molecular structure, C5H8O, with properties calculated with the ωB97M-V functional and the def2-TZVPD basis.

```
14
C5H8O, DFT the ωB97M-V functional and the def2-TZVPD basis
O -0.503 -1.971 0.747
C -0.356 -0.611 0.993
C 1.214 -0.032 0.323
C 0.315 0.958 -0.384
C -0.634 0.269 -1.318
C -1.006 0.419 0.122
H 0.437 -1.640 0.450
H -0.315 -0.365 2.055
H 1.926 -0.568 -0.366
H 1.809 0.356 1.154
H 0.553 2.006 -0.496
H -0.396 -0.716 -1.718
H -1.173 0.913 -2.009
H -1.870 0.982 0.447
```

Output
**Relative energy (zero: lowest compared OMol25 entry of this formula, charge and spin)**: 384.5 kJ/mol
**HOMO**: -9.63 eV
**LUMO energy**: 1.07 eV
**Energy**: -270.41143 hartree
**Gap between HOMO and LUMO**: 10.70 eV

The natural (NBO) scheme yields these atomic charges, measured in e: number 1, O, carries -0.733; number 2, C, carries 0.154; number 3, C, carries -0.527; number 4, C, carries -0.217; number 5, C, carries -0.415; number 6, C, carries -0.284; number 7, H, carries 0.517; number 8, H, carries 0.182; number 9, H, carries 0.216; number 10, H, carries 0.218; number 11, H, carries 0.218; number 12, H, carries 0.218; number 13, H, carries 0.228; number 14, H, carries 0.225